# 1
99
Properties=species:S:1:pos:R:3:forces:R:3 method="wB97M-V/def2-TZVPD" fmax_ev_per_a=1.6 relative_energy_kcal_mol=26.5 spin_multiplicity=6 homo_lumo_gap_ev="7.0 / 5.7" charge=+1
Ir -0.32219 -0.11430 0.16934 1.58 0.05 0.02
N 2.12334 -0.02425 0.18360 -0.32 -0.17 -0.30
C 2.62962 1.28939 0.56347 -0.10 0.27 -0.19
C 4.08795 1.57220 0.15816 -0.03 -0.05 -0.04
C 4.50197 1.33540 -1.30440 -0.16 0.14 0.08
C 4.42317 2.59254 -2.17072 -0.03 -0.26 -0.15
N 3.10201 3.20020 -2.19273 0.56 0.08 -0.53
C 2.02172 2.67031 -2.73513 0.03 -0.17 -0.44
N 0.82607 3.14828 -2.43245 -0.69 0.02 -0.66
N 2.11459 1.63538 -3.60164 0.12 0.02 0.04
C 1.59204 2.34164 0.11533 0.04 -0.66 0.42
O 1.92835 3.52263 -0.03986 -0.56 0.08 1.11
O 0.41842 1.88870 -0.09133 -0.08 0.21 0.20
H 2.47862 -0.75182 0.79598 0.02 -0.09 -0.01
H 2.38943 -0.25627 -0.76562 0.02 -0.09 -0.03
H 2.61261 1.34251 1.65438 -0.02 -0.01 0.01
H 4.70871 0.94015 0.79571 0.03 0.04 0.01
H 4.30022 2.61063 0.42133 0.06 -0.04 0.13
H 3.90951 0.53048 -1.75093 0.10 0.01 -0.06
H 5.54254 1.00899 -1.33483 -0.02 -0.10 0.03
H 4.76950 2.38233 -3.18547 0.01 0.06 -0.01
H 5.08450 3.34986 -1.75561 0.09 0.03 -0.09
H 2.90327 3.76961 -1.37460 -0.08 0.05 0.00
H 0.76199 3.72894 -1.60546 0.07 -0.01 0.06
H 0.02077 2.54576 -2.60927 0.33 0.07 -0.11
H 2.99890 1.45055 -4.04419 0.02 0.04 0.04
H 1.29550 1.42330 -4.14631 -0.19 -0.08 0.05
S -4.28171 -2.18918 -0.59722 -0.13 -0.02 -0.01
C -2.82830 -1.75543 -0.10460 0.11 -0.07 0.03
N -1.74473 -1.44904 0.25480 -0.12 -0.13 -0.23
C -1.00775 -2.15387 3.20683 0.08 -0.03 -0.06
C 0.25412 -1.29696 3.10123 0.22 -0.03 -0.25
C 0.56456 -0.79029 4.52419 -0.09 0.01 -0.02
C 0.02530 -0.04900 2.21913 -0.29 0.09 -0.33
C 1.46034 -2.09610 2.58762 -0.14 -0.03 0.05
C 2.76370 -1.55629 2.79668 0.10 -0.03 0.10
C 3.91346 -2.29573 2.45347 0.06 0.03 -0.01
C 3.83003 -3.51201 1.85908 -0.05 -0.03 0.02
C 2.51328 -4.12150 1.48747 0.03 0.20 -0.15
C 1.34403 -3.29899 1.96415 0.10 -0.03 -0.14
H -1.81394 -1.55353 3.63274 0.01 -0.02 -0.02
H -0.82996 -3.01135 3.86087 -0.04 0.04 0.01
H -1.34900 -2.51499 2.24058 0.02 -0.05 0.04
H -0.32426 -0.30293 4.93056 0.05 -0.02 0.01
H 1.37503 -0.06051 4.54372 -0.04 -0.02 0.03
H 0.83424 -1.62405 5.17729 -0.02 0.04 0.00
H 0.85120 0.65529 2.37072 -0.07 -0.08 0.04
H 2.88576 -0.60077 3.29039 -0.01 -0.05 -0.02
H 4.88914 -1.89055 2.70116 -0.03 -0.03 -0.01
H 4.72642 -4.08204 1.65713 -0.01 0.04 -0.01
H 2.43224 -5.12063 1.94568 0.04 0.00 0.02
H 0.36835 -3.74460 1.82728 -0.02 0.04 0.01
S 0.87530 -5.28574 -0.44162 0.16 -0.02 -0.01
C 0.29165 -3.78344 -1.07562 -0.01 0.06 0.03
N 1.12941 -2.81785 -1.25565 -0.23 0.12 -0.12
C 2.41084 -3.22376 -0.94642 0.33 -0.20 -0.03
C 3.52795 -2.72606 -1.59089 -0.16 0.08 0.05
C 4.70641 -3.45718 -1.62089 0.10 0.04 -0.02
C 4.74703 -4.77443 -1.07373 0.00 -0.06 -0.01
C 3.69886 -5.29050 -0.40054 -0.06 -0.07 -0.08
C 2.50142 -4.45494 -0.08735 -0.29 0.02 0.35
H -0.75998 -3.69679 -1.32843 0.03 0.05 0.06
H 3.42736 -1.82671 -2.19188 0.01 -0.02 0.04
H 5.56650 -3.07894 -2.15890 -0.05 -0.01 0.04
H 5.63385 -5.37628 -1.23152 -0.04 0.00 0.01
H 3.72283 -6.30081 -0.00770 0.04 0.04 0.01
C -0.65224 -1.03056 -4.95251 0.05 0.09 -0.06
C -1.58482 -0.00237 -4.32026 -0.07 -0.02 -0.02
C -2.94988 -0.64213 -4.05113 0.09 0.02 0.02
C -1.74201 1.19648 -5.25170 -0.03 -0.03 0.09
N -0.99276 0.53647 -3.06452 0.33 0.13 -0.22
N -0.50226 -0.46191 -2.16800 -0.30 0.22 0.34
H -1.04044 -1.30940 -5.93306 0.01 -0.02 0.04
H -0.57773 -1.94167 -4.35688 0.03 0.00 -0.03
H 0.35437 -0.62618 -5.10530 -0.03 -0.02 0.05
H -3.38104 -1.03909 -4.97208 0.01 0.01 0.04
H -3.63839 0.09734 -3.63736 -0.04 -0.02 0.00
H -2.87986 -1.46668 -3.33703 -0.05 0.01 -0.01
H -2.28184 0.90579 -6.15364 0.01 0.06 0.00
H -0.76734 1.59563 -5.54524 -0.04 0.00 0.00
H -2.30063 1.99678 -4.75722 0.00 -0.03 -0.06
H -1.72349 1.01641 -2.54598 -0.13 0.09 0.06
H 0.37658 -0.80870 -2.52844 0.16 -0.10 0.15
H -1.13451 -1.26178 -2.14329 0.00 -0.08 -0.01
C -6.12347 1.70621 -2.37370 0.08 0.06 -0.03
C -4.89278 2.61706 -2.23402 -0.02 -0.14 -0.08
C -4.12092 2.28496 -1.00472 -0.54 0.41 0.58
N -2.96975 1.66443 -0.98349 0.80 -0.35 -0.22
N -2.48775 1.35740 0.21675 -0.63 0.08 0.16
C -3.33234 1.74036 1.22308 -1.06 0.37 0.21
N -3.25788 1.43331 2.46985 1.32 -0.03 -0.06
S -4.73825 2.63321 0.55600 0.40 -0.17 -0.27
H -6.66736 1.95385 -3.28439 0.02 -0.01 0.01
H -6.79788 1.83878 -1.52822 -0.01 -0.04 -0.01
H -5.82662 0.65777 -2.41699 -0.01 0.00 0.02
H -5.21194 3.65896 -2.17784 0.03 0.02 -0.03
H -4.24088 2.51150 -3.10122 0.07 0.00 0.02
H -0.86509 0.43736 2.56661 -0.49 0.39 0.59
H -3.86366 1.96770 3.08782 -0.30 -0.21 -0.26



# 2
95
Properties=species:S:1:pos:R:3:forces:R:3 method="wB97M-V/def2-TZVPD" fmax_ev_per_a=0.8 relative_energy_kcal_mol=5.2 spin_multiplicity=1 homo_lumo_gap_ev="5.7 / 5.9"
Ir -0.12912 -0.38278 0.29113 0.70 0.03 -0.48
S -0.17005 -1.03626 2.46376 0.09 -0.24 -0.08
C 1.02761 -2.29055 2.54942 0.04 0.06 -0.10
C 1.24230 -3.01033 3.73460 0.02 -0.02 0.03
C 2.17751 -4.01677 3.76598 -0.03 -0.01 0.10
C 2.93931 -4.32632 2.63100 0.02 0.00 -0.06
C 2.76209 -3.61577 1.46884 0.01 -0.05 0.05
C 1.80082 -2.59696 1.42630 -0.17 0.16 0.08
S 1.58531 -1.65817 -0.01445 -0.27 0.18 0.13
H 0.65849 -2.76939 4.61437 -0.02 0.00 0.01
H 2.32847 -4.57831 4.67886 0.00 0.01 0.01
H 3.66968 -5.12272 2.67433 0.01 -0.01 -0.02
H 3.34632 -3.83968 0.58493 0.00 0.01 -0.01
C -0.50972 1.74440 4.76503 -0.05 0.11 -0.05
Si -1.11711 2.30665 3.07793 0.09 -0.16 0.04
C -1.31143 4.17270 3.07923 0.02 -0.02 0.00
C -2.74678 1.49355 2.64443 0.00 0.14 0.10
As 0.28284 1.91215 1.19215 -0.27 0.13 -0.08
Si 2.48501 2.06413 2.08459 -0.07 -0.21 -0.06
C 2.85381 0.75825 3.37651 0.08 0.18 -0.01
C 3.68450 1.93977 0.66412 0.03 0.03 0.18
C 2.50923 3.78102 2.84337 0.05 -0.04 0.01
H -1.26032 1.96057 5.53071 -0.02 0.02 -0.03
H 0.40920 2.25946 5.05160 0.01 0.00 -0.01
H -0.31914 0.67351 4.76510 0.01 -0.05 0.03
H -1.98542 4.47059 3.88651 -0.01 0.01 0.01
H -1.73442 4.52459 2.13750 0.00 0.01 -0.02
H -0.35796 4.68122 3.23441 -0.02 0.00 0.00
H -3.51285 1.74367 3.38383 0.01 0.01 0.00
H -2.66062 0.40906 2.62264 0.00 -0.11 -0.01
H -3.10340 1.82214 1.66589 0.02 0.01 -0.01
H 2.90351 -0.23207 2.92568 -0.03 -0.06 -0.05
H 2.10907 0.73722 4.17049 -0.03 -0.01 0.02
H 3.83027 0.96908 3.82487 -0.01 -0.01 0.00
H 3.82908 0.89953 0.36967 -0.03 -0.02 -0.02
H 4.65240 2.34981 0.96886 0.00 -0.01 -0.02
H 3.31885 2.46624 -0.21498 0.01 0.03 -0.04
H 1.89454 3.83681 3.74312 -0.01 0.00 0.01
H 2.16548 4.54477 2.14427 -0.01 -0.01 -0.03
H 3.53665 4.02767 3.12353 0.01 0.02 0.02
C 2.72368 0.44392 -4.94558 0.03 -0.05 -0.02
C 1.41238 -0.21578 -4.54243 0.07 0.12 0.04
C 1.65627 -1.35961 -3.56945 -0.03 -0.05 -0.04
C 0.63049 -0.69588 -5.75347 0.05 -0.03 -0.03
O 0.57502 0.81574 -3.95518 -0.21 -0.06 -0.01
P 0.57418 1.25106 -2.41844 0.01 -0.05 -0.01
O 1.93284 1.42146 -1.86569 0.06 0.06 -0.02
O -0.33181 0.23967 -1.67812 0.05 -0.03 0.26
O -0.31729 2.55922 -2.46672 -0.24 -0.14 -0.01
C -0.28319 3.67911 -3.38511 0.23 0.02 0.11
C 1.15916 4.04872 -3.70468 -0.04 0.07 -0.04
C -1.07157 3.32741 -4.63710 -0.02 0.07 -0.01
C -0.96820 4.79858 -2.61788 0.01 0.06 -0.03
H 3.39831 -0.28881 -5.39341 -0.01 0.00 0.00
H 3.20057 0.87719 -4.06660 0.01 0.00 0.01
H 2.53963 1.23300 -5.67637 -0.01 0.02 0.00
H 2.20745 -2.15217 -4.07963 0.01 0.01 0.01
H 0.71043 -1.76926 -3.21101 0.00 0.01 0.02
H 2.24366 -1.02101 -2.71721 0.01 0.01 0.00
H 1.20931 -1.43857 -6.30548 0.00 0.00 0.01
H 0.41555 0.13951 -6.42029 -0.01 0.01 0.00
H -0.31174 -1.14680 -5.44128 -0.01 0.01 0.01
H 1.64204 3.27056 -4.29474 0.02 -0.02 0.01
H 1.72354 4.18379 -2.78229 0.02 -0.01 0.00
H 1.18315 4.98084 -4.27266 -0.01 -0.02 -0.01
H -0.60597 2.50420 -5.17247 0.00 -0.02 0.00
H -1.11684 4.19773 -5.29521 0.00 0.00 0.01
H -2.09053 3.04544 -4.36939 0.00 -0.03 0.00
H -0.40459 5.03453 -1.71534 0.00 -0.01 0.03
H -1.97448 4.49278 -2.33168 -0.01 -0.01 0.01
H -1.03677 5.69618 -3.23481 0.01 -0.01 0.00
Ge -1.82878 -2.04954 -0.36097 -0.30 -0.05 0.17
C -3.45237 -1.56458 0.61147 0.00 -0.05 -0.12
C -3.72587 -1.97024 1.91707 0.06 -0.06 0.02
C -4.90824 -1.60464 2.53982 -0.01 0.03 0.02
C -5.83084 -0.81032 1.87144 0.00 0.00 -0.02
C -5.57267 -0.39812 0.57294 -0.02 -0.01 0.02
C -4.39422 -0.78095 -0.05383 0.03 0.09 0.01
C -1.20211 -3.86508 -0.05504 -0.01 0.08 0.07
C -1.04466 -4.38822 1.22720 -0.02 -0.01 0.00
C -0.52826 -5.66199 1.41487 0.02 -0.03 -0.02
C -0.15864 -6.42821 0.31871 -0.01 0.00 0.02
C -0.31630 -5.92146 -0.96382 0.00 0.00 0.00
C -0.83245 -4.64680 -1.14788 0.03 0.01 -0.03
H -2.10714 -1.83634 -1.85422 0.07 -0.03 -0.03
H -3.00828 -2.56997 2.46390 -0.03 0.02 -0.01
H -5.10648 -1.93028 3.55318 0.00 0.00 0.00
H -6.74909 -0.51571 2.36303 -0.01 0.00 0.00
H -6.28946 0.21748 0.04475 0.00 0.01 0.00
H -4.20555 -0.45505 -1.07072 0.01 -0.01 -0.01
H -1.31637 -3.79802 2.09270 0.04 0.00 0.01
H -0.40423 -6.05031 2.41783 0.00 0.00 0.01
H 0.25098 -7.41962 0.46365 0.00 -0.01 0.00
H -0.03570 -6.51888 -1.82183 0.00 0.00 -0.01
H -0.94198 -4.25834 -2.15460 0.00 0.01 0.00